No. 1
Here is 13 unconnected molecules or ions with the total composition C75H169N7O13 from OMol25. Energies are from ωB97M-V/def2-TZVPD.

Geometry (Å):
O 2.54607 3.31991 2.37456
O 6.37659 -4.00222 3.45925
O 4.72987 -1.30828 -4.78122
O -0.79526 -5.90978 1.65059
O -0.60384 -0.21276 3.72424
O 3.16033 -3.65170 -3.15768
O 3.55685 0.61682 2.21709
O -2.64094 4.69474 -3.38968
O -4.68125 3.75570 -1.43771
O 0.64106 0.55759 1.46604
O 1.38971 -0.09958 5.63762
O 6.40087 5.71729 -5.71652
O -7.87349 -2.07431 0.18898
N -4.75247 4.93038 -0.73257
N -7.14280 -1.51648 -0.87451
N -1.71801 4.45969 -4.40594
N 2.10220 -4.13679 -2.33099
N -1.84924 -0.84371 3.99500
N 5.43316 -4.45592 4.45151
N 5.23032 -0.55755 -3.64600
C -6.07517 6.10185 -2.46649
C -0.23903 -4.97365 -2.19063
C 5.05729 -6.48159 2.98984
C 3.45263 1.02524 -3.99692
C 4.65081 -2.22504 5.00023
C 1.57321 5.38572 2.22458
C -0.06958 3.90281 -2.74967
C 1.15481 2.21305 6.01678
C -3.44812 3.16288 -5.76901
C 6.09787 5.49377 -4.35027
C 2.85146 -5.68218 5.13632
C 0.84562 -3.60290 -0.37666
C -2.99543 -2.93213 4.35670
C 3.83809 -3.47967 2.94660
C -2.05636 0.34152 6.31731
C 7.53814 -0.96710 -4.44304
C 3.18190 -3.35003 -0.33151
C -0.72444 -2.65717 5.54788
C -4.51086 5.95302 1.46389
C 4.61683 5.53906 -4.12733
C 5.55494 1.55802 -5.17405
C -7.77072 -0.15050 -1.12685
C -0.73740 3.39499 -3.95708
C 0.17544 -6.82983 1.93666
C 4.97859 0.89315 -3.93608
C -4.87954 -0.81292 -1.45690
C -2.87729 4.19890 0.59206
C -0.50984 -3.88582 -1.14322
C 0.35388 3.29417 -5.05615
C -0.12865 1.15656 0.46924
C -6.10709 5.56354 -1.00556
C -0.15378 -7.97765 2.89645
C -5.73531 -1.55403 -0.36090
C -0.30387 3.00212 -6.43079
C -5.97023 6.62526 1.39674
C -2.83173 1.30646 4.30859
C -2.42653 4.31512 -5.72871
C 6.74364 -6.51260 4.83218
C 0.39156 -3.34360 -4.11126
C 4.23352 -3.59534 4.39940
C -5.47019 -0.83591 0.98625
C -9.11859 -0.40045 -1.82644
C 7.03843 -0.15754 -2.08728
C 1.83635 -1.55857 -1.54100
C 3.15954 -4.16376 5.35898
C 4.21801 -6.38891 5.32274
C -5.40319 0.59296 -1.86662
C 0.91596 -4.49657 -3.14563
C -5.21099 3.44488 1.28223
C -1.36847 2.07102 -3.57069
C 5.85604 0.58359 1.49538
C -2.64904 0.00643 4.92523
C -4.00581 -0.72174 5.03356
C 5.43855 1.63861 -2.67805
C -1.54677 -2.29269 4.30918
C 2.07542 1.12536 5.63941
C 1.97595 -3.12680 -1.23269
C -3.87815 -2.27224 5.47451
C -1.39702 4.06506 -6.79243
C 6.46128 -2.47457 -2.75480
C -0.82853 -2.94209 3.13069
C -7.92009 0.83569 0.07552
C 4.42584 0.60045 1.07251
C -6.20955 6.87084 -0.14427
C -1.23405 0.18022 0.02143
C 5.39253 -5.90936 4.31581
C 1.39991 -5.71701 -4.01997
C -5.46136 -3.08262 -0.22695
C -6.89593 0.45478 -2.24368
C -7.23746 4.61870 -0.76214
C -4.36944 4.58693 0.66807
C 1.46624 3.95208 1.79787
C -3.26599 5.57643 -5.96207
C 6.56768 -1.03529 -3.25863
C 6.87047 1.31192 -2.30650
H 4.18311 6.37675 -4.58675
H 0.31594 4.91923 -2.72924
H 1.01878 -4.45371 0.26839
H 2.32969 -3.42307 5.17873
H -5.80294 -3.60545 -1.10954
H 4.59018 -2.94358 2.35951
H 7.16466 1.90786 -1.40620
H 2.62319 0.37223 1.95853
H 1.05764 2.53668 -4.73768
H 4.10562 -0.17781 0.31312
H 5.72490 -6.08846 2.25865
H -4.74146 2.96182 2.08873
H -2.64428 3.52779 -0.22881
H 6.84733 -3.44133 4.05747
H 3.78852 -1.54600 4.87210
H -2.16885 5.07156 0.33694
H -5.40800 2.73260 0.52540
H -6.06636 -3.46024 0.57921
H -0.54838 1.92920 -6.40489
H 2.47800 5.79774 1.80997
H 2.89756 -2.92811 2.95798
H -0.80282 -2.98807 -1.78150
H 0.22066 2.23092 5.50211
H 6.95788 -7.59190 4.66528
H 2.48577 -5.74874 4.08885
H 3.73852 -4.46014 2.46382
H -1.76604 1.60883 -4.48081
H -7.08955 1.50332 0.19223
H 5.33121 2.72496 -2.89782
H -0.87508 5.07114 -6.83383
H -4.85056 -1.43230 -2.33787
H -5.39527 7.46238 -0.53996
H 4.02688 -6.36282 2.64437
H 3.08227 -2.70097 0.54453
H 0.51381 -6.04347 -4.59741
H 4.76546 1.42492 -1.84117
H 2.08414 -1.08117 -0.59316
H -7.60132 4.73377 0.24755
H -7.34343 1.45092 -2.48871
H -7.17067 7.34847 -0.29340
H 4.37722 5.58325 -3.11514
H 6.60301 -0.38158 -1.13139
H 2.50168 2.41334 2.16625
H 3.81508 -4.34792 -3.28579
H -4.82037 -2.73978 5.74241
H 4.83938 2.22217 -5.65221
H 7.37678 5.76440 -5.81113
H -5.22617 1.29200 -1.08700
H -3.29921 -2.50403 6.40723
H 4.18771 -3.13105 -0.81859
H 0.48544 3.11709 -7.25388
H 0.04569 0.34989 2.21814
H 3.23130 -4.32363 0.08970
H 1.16578 -0.48121 6.55798
H -8.42884 -2.80980 -0.16347
H -2.47054 5.58650 -3.09603
H 0.64747 -2.85594 0.35359
H 0.22943 -2.79351 3.27328
H 8.38523 -1.68493 -4.27662
H -3.93783 3.15775 -4.80335
H 7.55555 -5.97414 4.35574
H -1.86408 0.19590 0.92595
H -1.08435 -2.14897 6.45688
H 1.18508 -2.96176 -4.73157
H 2.20258 -5.53117 -4.73270
H -1.87568 0.51775 -0.78962
H -1.26800 -4.21509 -0.40627
H -5.10616 6.57515 -2.58385
H 2.89659 1.12960 6.38242
H 0.58617 1.29669 -0.40632
H -4.15099 3.40324 -6.61261
H -0.98923 -4.00669 3.12620
H 6.45919 -3.21355 -3.57857
H 7.04072 -1.31800 -5.38878
H -3.79096 5.39357 -6.91918
H 1.71006 3.17799 5.95695
H 2.45366 -1.23556 -2.39862
H -1.27188 -2.45927 2.26677
H 4.96937 -2.30275 5.99907
H 2.05956 -6.08204 5.76949
H -8.01270 0.32941 0.98638
H -0.40935 2.16687 0.72919
H -6.08655 5.30650 -3.20757
H -3.88825 6.69072 0.93338
H -5.93500 7.57089 1.98699
H 0.02613 -0.32456 4.41029
H 3.25257 2.10970 -3.92610
H 4.24866 1.57478 0.48151
H -5.38836 0.23450 0.87075
H 3.00023 0.57581 -4.89315
H -7.04698 3.61031 -1.16456
H -8.97578 -1.24518 -2.53111
H 5.55598 -2.50291 -2.15718
H 5.25399 -7.58073 3.10354
H 0.79022 -1.30907 -1.70340
H 6.44416 6.29228 -3.70187
H -2.65704 6.50695 -5.96866
H -1.09408 0.89378 6.10358
H 0.32062 -2.37665 5.42075
H -4.79582 0.91954 -2.69253
H 6.46444 2.03103 -4.85404
H -2.88421 -4.03749 4.44591
H -7.07346 -0.20139 -3.06196
H -1.76087 -0.58746 6.74836
H -0.00966 -5.92546 -1.68253
H -2.80074 0.69861 6.97752
H 7.48429 1.68851 -3.14946
H 3.51328 -3.99844 6.32999
H 6.53582 4.58198 -3.96600
H 0.95695 2.06933 7.05865
H -0.08049 -2.47846 -3.58908
H -4.42921 -1.16002 1.27112
H -4.62667 -0.15506 5.72683
H -4.43042 -3.34459 0.03667
H 0.78972 -8.43284 3.29096
H 4.15587 -7.47398 5.16617
H -0.73457 3.74887 -1.86344
H -4.12892 3.90024 -2.22678
H 0.53419 -7.28615 1.00343
H 4.07267 4.66567 -4.46525
H 1.74097 5.48478 3.28264
H -0.40761 -3.71512 -4.84413
H -9.27351 0.51469 -2.43090
H 6.84472 -6.39644 5.87986
H 0.79588 3.26844 -2.41980
H -3.27855 1.90659 5.06438
H -0.71017 -7.57850 3.67606
H -1.95550 3.91173 -7.75770
H -4.04266 5.61263 -5.23437
H -2.39844 3.72604 1.49301
H -2.95956 2.21692 -6.01180
H -6.20859 3.72850 1.46434
H -1.07408 -5.22788 -2.85691
H 0.49941 3.47877 2.14498
H -3.92025 -0.76482 -0.98257
H 0.98290 -6.24006 2.34025
H -3.34269 -2.75689 3.35017
H 7.31804 -2.66267 -2.11447
H -8.03009 5.03226 -1.39207
H 0.69277 6.02321 1.85906
H 6.18284 1.36295 2.13272
H -0.54277 -8.82265 2.37162
H 8.08618 -0.44910 -2.01276
H 5.80516 0.82646 -5.91055
H -4.59268 -0.88608 4.11521
H 2.49045 1.21292 4.54975
H -0.82957 -3.70876 5.51429
H 2.91242 0.48490 -3.21453
H -2.22877 2.27378 -2.86549
H -1.91192 1.81170 3.95378
H 5.45409 -1.84466 4.32102
H -4.12270 5.77074 2.47611
H 1.55036 3.93535 0.73536
H 6.08462 -0.38773 1.92484
H 4.39601 -6.25256 6.34421
H -3.51024 1.20596 3.45004
H -0.54506 1.56219 -2.98729
H -8.83973 1.44635 -0.03272
H -9.90721 -0.66142 -1.16562
H 1.65732 -6.49209 -3.27235
H -0.96550 -0.83375 -0.27489
H 7.92619 0.01516 -4.66278
H -6.83455 6.92544 -2.61217
H 4.32831 -2.01866 -4.23909
H -6.21684 -1.01552 1.75036
H -1.12826 -6.05940 0.79412
H -6.81943 5.94269 1.79667
H 0.92073 4.23507 -5.05688
H 6.41824 0.58671 0.53569

Net charge: 0
HOMO-LUMO gap, eV: 8.80

***

No. 2
Here is 2 unconnected molecules or ions with the total composition C5H6NO2 from OMol25. Energies are from ωB97M-V/def2-TZVPD.

Geometry (Å):
O 1.25567 1.84634 -1.08372
O 1.47855 -1.01164 0.83389
N 0.03769 0.17847 -0.54691
C 1.29426 0.00668 0.03580
C 2.04046 1.07278 -0.35034
C -2.46001 -1.73877 0.66047
C -2.81746 -0.59954 0.86936
C 0.13855 1.24557 -1.23830
H -1.99368 -2.60670 0.74779
H -2.92108 0.43663 1.18694
H 2.99247 1.51315 -0.01780
H -0.67677 -0.64131 -0.53540
H -0.70162 1.66561 -1.70256
H 2.33295 -1.36729 1.14078

Net charge: +1
HOMO-LUMO gap, eV: 10.52

***

No. 3
Here is 2 unconnected molecules or ions with the total composition C6H12NO3 from OMol25. Energies are from ωB97M-V/def2-TZVPD.

Geometry (Å):
O -2.69160 -0.23735 2.13206
O 1.22686 0.82720 0.30324
O 2.13522 -1.25542 -0.10519
N -0.33627 -0.40408 2.11004
C 2.37479 0.50067 -1.68618
C -1.60078 0.00155 1.62084
C 1.30292 0.17246 -2.77166
C -2.51109 -0.16785 -0.76495
C -1.70175 0.63036 0.25472
C 1.83637 -0.07304 -0.33875
H 2.66561 1.53907 -1.73113
H -3.02995 0.41770 -1.55663
H 3.42558 -0.02968 -1.82923
H 0.55653 -0.24492 1.58215
H -0.50832 0.78030 0.03211
H -3.45952 -0.61834 -0.22905
H -0.13897 -1.08301 2.76397
H -2.00470 -0.86863 -1.33526
H 0.36840 0.31109 -2.45539
H -2.01071 1.63919 0.28963
H 1.52266 0.75945 -3.69624
H 1.40076 -0.83405 -3.13025

Net charge: -1
HOMO-LUMO gap, eV: 8.62

***

No. 4
Here is 2 unconnected molecules or ions with the total composition C5H11FN3O from OMol25. Energies are from ωB97M-V/def2-TZVPD.

Geometry (Å):
F -1.91626 -0.45499 -1.32361
O 0.93485 -1.67346 0.87752
N -0.47531 1.79712 0.84360
N -0.66274 -2.23329 -0.60151
N 0.64452 1.06014 3.00287
C 0.23061 -2.54057 0.37197
C 0.18754 1.02375 -2.28325
C 0.23500 1.08884 1.72029
C 0.42123 -0.19874 -1.50124
C -0.65689 -0.94206 -1.19068
H 1.27979 -0.76054 -1.23369
H 1.28350 0.35817 3.30851
H -0.80758 2.71855 1.05140
H -0.79418 1.15613 -2.41388
H 0.81595 1.02934 -3.17829
H -1.17115 -2.96824 -1.05611
H 0.26831 -0.01119 1.33096
H 0.63108 1.92486 -1.93575
H 0.43964 1.86900 3.58299
H 0.07621 -3.56165 0.52944
H -0.96411 1.31884 0.09845

Net charge: +1
HOMO-LUMO gap, eV: 9.25

***

No. 5
Here is 2 unconnected molecules or ions with the total composition C6H11N3O2S from OMol25. Energies are from ωB97M-V/def2-TZVPD.

Geometry (Å):
S 0.62295 0.52541 -1.02888
O 1.11828 1.81332 -0.11348
O 1.91745 -0.13760 -1.30949
N -0.82040 1.48053 -3.11200
N 1.26938 2.00809 -3.31051
N 0.66467 2.47760 -4.44311
C 1.29247 -1.79938 1.59547
C 0.26831 -0.58313 1.83042
C 0.34952 1.46336 -2.51625
C -1.15910 -0.81615 1.23509
C 0.66352 0.47900 2.49667
C -0.63019 2.14755 -4.22721
H -1.54238 0.15595 1.00743
H -1.71206 -1.47900 1.84970
H 1.01546 -2.66703 2.25947
H 2.33562 -1.46003 1.76816
H -1.36068 2.23591 -4.99761
H 1.69988 0.65012 2.84905
H -0.16772 1.26876 2.85088
H 1.14285 -1.99828 0.44974
H 2.36098 1.95335 -3.24339
H 1.47446 1.38553 0.71772
H -1.04105 -1.36893 0.35745

Net charge: 0
HOMO-LUMO gap, eV: 10.54

***

No. 6
Here is 2 unconnected molecules or ions with the total composition C6H12N3O from OMol25. Energies are from ωB97M-V/def2-TZVPD.

Geometry (Å):
O -4.67964 0.19055 -0.25944
N -3.45299 0.13474 -0.11531
N -0.03462 1.01984 0.01484
N 0.49073 -1.14286 0.13785
C -0.41432 -0.22452 0.09180
C 1.45473 0.99121 -0.11710
C -0.74027 2.22069 0.00740
C -2.56116 -0.81730 -0.06036
C 0.23953 -2.53802 0.30821
C 1.76837 -0.49537 -0.04566
H -2.56627 -1.84210 -0.13031
H 0.19418 -2.68096 1.34627
H 1.74757 1.43820 -1.03236
H 2.26575 -1.06390 -0.90944
H 1.10753 -3.19413 0.04098
H -0.49152 2.92202 0.79707
H -0.62743 2.94206 -0.85331
H -0.81568 -2.92306 -0.12141
H -2.97799 1.00115 0.03694
H 2.35174 -0.65225 0.86414
H 1.82556 1.63883 0.58455
H -1.80854 2.00565 0.08968

Net charge: +1
HOMO-LUMO gap (spin up / spin down), eV: 8.84 / 8.84

***

No. 7
Here is 2 unconnected molecules or ions with the total composition C23H15BF3N4O6S from OMol25. Energies are from ωB97M-V/def2-TZVPD.

Geometry (Å):
S -1.80671 4.17806 -0.62300
F 5.44178 1.90773 -0.84627
F 5.41665 0.25428 0.62092
F 5.48422 2.34795 1.32020
O -1.96613 -5.99886 -1.84121
O -1.37810 0.85644 1.72007
O 4.39941 -3.74260 -1.11121
O -1.40596 1.07950 -0.72987
O -1.98161 -4.75516 0.10871
O 3.12120 -3.05302 0.50808
N 1.36458 -5.76450 -2.94276
N -1.38927 -5.23237 -0.89380
N 3.30283 -3.67937 -0.54421
N -1.00130 -6.27857 -2.70224
C -2.18001 0.03012 -0.29559
C 0.96685 -4.31611 -0.50652
C -2.90215 -1.10096 1.72130
C -2.14081 5.53815 0.40589
C 5.01145 1.51610 0.36994
C 1.45628 1.19059 1.60230
C 0.73850 1.60963 0.50825
C -1.49365 3.84178 1.86486
C 2.83456 1.16547 1.55171
C -1.93115 5.19040 1.69731
C 2.17855 -4.37292 -1.13359
C -2.91182 -0.86413 -1.05811
C -3.62707 -1.87023 -0.43392
C 3.49286 1.55625 0.40493
C 2.76621 1.97969 -0.68955
C 0.15965 -5.70698 -2.31862
C -3.62390 -1.98580 0.94039
C -2.58067 6.85394 -0.09300
C -2.17019 -0.09312 1.11794
C -1.36825 3.16712 0.70817
C -0.04931 -5.00874 -1.13481
C 2.31175 -5.10489 -2.33311
C 1.38769 2.00845 -0.63584
B -0.87518 1.64792 0.55088
H 3.28806 -5.12597 -2.79572
H -1.83082 7.27895 -0.76070
H -4.18083 -2.78056 1.40822
H -4.18880 -2.57444 -1.02489
H -2.07768 5.87417 2.51911
H -1.27237 3.39496 2.82284
H 3.42153 0.83905 2.39382
H 0.80175 2.33971 -1.47674
H -2.90969 -0.76954 -2.12892
H 3.29788 2.28161 -1.57626
H 0.82626 -3.76686 0.41270
H -2.74325 7.55900 0.72299
H -2.89465 -1.18700 2.79256
H -3.51312 6.76156 -0.65042
H 0.92396 0.88411 2.48679

Net charge: -1
HOMO-LUMO gap, eV: 3.99

***

Calculated F_max in order - 3.80 5.16 5.59 5.51 3.52 6.23 5.90 eV Å⁻¹
Calculated E_tot in order - -4319.92414 -398.97316 -516.33501 -536.20761 -948.05754 -474.83935 -2278.47937 Eh